[1]
Here is the molecule C16H16N4O3 at a distorted geometry from OMol25. Energies are from wB97M-V/def2-TZVPD.

Structure (XYZ):
```
39
Properties=species:S:1:pos:R:3:forces:R:3:nbo_charge:R:1
C 4.44152 2.04277 0.82597 0.05 0.13 0.08 -0.244
O 3.91974 0.91896 0.16435 -0.14 -0.34 -0.20 -0.541
C 2.69698 0.48196 0.70818 -0.11 0.20 0.22 -0.091
C 2.21635 -0.69986 -0.05994 -0.04 -0.14 -0.07 0.159
N 2.91772 -1.24304 -1.07710 -0.29 0.22 0.41 -0.307
N 2.29911 -2.28641 -1.63875 -0.46 -0.84 -0.51 -0.293
C 1.17562 -2.41102 -0.95833 1.04 1.18 0.44 0.415
C 1.06106 -1.44495 0.05691 0.08 -0.26 -0.09 -0.184
C -0.13111 -1.33395 0.94655 0.03 0.04 -0.09 -0.230
C -0.83423 -0.00896 0.73416 -0.09 0.22 0.07 0.000
C -1.04588 0.86870 1.78944 0.05 -0.06 0.03 -0.250
C -1.69678 2.06642 1.56573 0.02 0.03 0.03 -0.178
C -2.14362 2.41010 0.30081 -0.14 0.19 -0.19 -0.312
C -1.93499 1.53668 -0.76099 0.13 -0.21 0.03 0.299
O -2.32579 1.76001 -2.04656 0.17 -0.26 0.16 -0.492
C -3.02761 2.94311 -2.34007 -0.11 0.20 -0.04 -0.252
C -1.27647 0.33020 -0.53191 -0.11 0.21 -0.06 -0.214
C -1.05983 -2.48622 0.59755 1.05 0.20 -0.45 -0.359
C -2.23507 -2.59806 1.34711 -0.44 -0.17 0.17 0.288
N -3.20328 -2.68305 1.96323 -0.29 -0.06 0.17 -0.351
C -0.83326 -3.37005 -0.41010 -0.20 -0.26 0.19 0.586
N -1.65241 -4.42654 -0.68687 0.39 0.20 -0.18 -0.800
O 0.25370 -3.36697 -1.22868 -0.40 -0.36 -0.02 -0.447
H 5.37421 2.29178 0.32454 -0.01 0.07 0.07 0.198
H 3.75310 2.89420 0.76500 0.04 -0.02 0.00 0.170
H 4.64033 1.82485 1.88234 0.01 0.01 -0.04 0.169
H 1.93859 1.28259 0.66198 0.10 -0.11 0.02 0.196
H 2.82228 0.21118 1.77115 -0.02 0.06 -0.14 0.184
H 3.80843 -0.92359 -1.42079 -0.10 -0.06 0.01 0.426
H 0.16548 -1.40622 2.00265 -0.09 0.01 -0.12 0.222
H -0.71012 0.61019 2.78263 0.03 -0.06 0.12 0.211
H -1.86517 2.74764 2.38683 -0.02 0.06 0.06 0.214
H -2.65210 3.35043 0.15852 -0.05 0.07 -0.05 0.219
H -2.42194 3.83236 -2.13618 -0.03 -0.04 0.00 0.174
H -3.96490 3.00455 -1.77776 0.04 0.01 -0.01 0.177
H -3.24972 2.89721 -3.40508 -0.01 0.05 0.08 0.201
H -1.12358 -0.33431 -1.36899 0.02 -0.11 -0.12 0.218
H -2.58601 -4.40322 -0.31378 -0.02 -0.01 -0.01 0.413
H -1.51039 -4.87945 -1.57378 -0.07 0.01 0.01 0.406
```
Forces are in eV/Å.

## Properties
energy	-1064.0094	Eh
HOMO-LUMO gap	9.02	eV
relative energy (zero: lowest compared OMol25 entry of this formula, charge and spin)	248.9	kJ/mol
multiplicity	1

[2]
Here is a cluster of 5 separate species, C18H32N3O6P in total at a distorted geometry from OMol25. Energies are from wB97M-V/def2-TZVPD.

Structure (XYZ):
```
60
Properties=species:S:1:pos:R:3:forces:R:3:nbo_charge:R:1
N -5.62463 4.39122 0.37842 3.04 -1.34 -6.27 -0.288
C -5.02230 4.13387 -0.64930 -0.42 0.29 4.74 0.257
C -3.95447 3.57538 -1.70048 -0.92 -0.39 -0.52 -0.353
C -4.79805 2.91494 -2.92000 -0.68 0.09 0.14 -0.503
C -6.13176 3.71144 -3.31499 -0.14 0.24 -4.88 0.398
O -6.35600 3.90162 -4.56474 0.90 -0.74 5.20 -0.534
C -2.94455 4.67693 -2.29582 0.83 -1.08 -2.30 -0.072
O -3.56532 5.55129 -3.28764 0.91 -1.13 0.45 -0.704
C -1.78975 3.85618 -3.10835 2.82 -3.32 -0.52 0.204
N -0.93333 3.12236 -3.56951 -4.89 4.38 2.46 -0.285
P -2.02517 5.72238 -1.00192 -0.01 0.42 2.93 1.255
N -2.26843 5.28417 0.52292 -0.08 1.13 -1.39 -1.267
H -3.30310 2.71462 -1.27134 -1.21 1.70 -0.01 0.354
H -5.11705 1.85515 -2.60180 0.44 1.61 -0.31 0.260
H -4.18523 2.79213 -3.88797 -0.91 0.33 1.59 0.250
H -6.94115 4.09035 -2.59817 1.39 -0.66 -0.39 0.173
H -3.29317 5.19642 -4.16553 -0.57 0.51 0.77 0.499
H -2.38849 7.11968 -1.18145 0.28 -1.06 -0.71 -0.006
H -0.61840 5.61734 -1.27704 -0.80 -0.03 -0.79 -0.032
H -2.66167 6.12655 0.98356 0.07 -0.96 -0.08 0.376
C 0.14598 1.78164 -0.03469 -0.32 0.48 -0.07 -0.721
C -0.98031 0.85642 -0.40616 -0.38 0.23 -0.08 0.630
C -0.66501 -0.61024 -0.51696 -0.54 -0.12 -0.13 -0.718
O -2.10711 1.27994 -0.60994 0.42 -0.26 -0.02 -0.598
H -0.22782 2.80827 0.00803 -0.04 -0.14 0.04 0.230
H 0.54010 1.51149 0.94694 0.18 -0.10 -0.18 0.242
H 0.93473 1.72705 -0.78772 0.09 -0.18 0.20 0.242
H -0.30670 -0.98660 0.44303 0.26 0.04 -0.17 0.238
H 0.08800 -0.77057 -1.29107 0.17 0.00 0.26 0.245
H -1.57166 -1.15567 -0.79121 0.08 0.12 0.04 0.226
C 4.07750 0.26566 1.77771 -0.37 0.09 0.08 -0.722
C 3.66771 -0.26101 0.42888 -0.72 -0.01 -0.06 0.607
C 4.76287 -0.71321 -0.50014 -0.26 -0.13 -0.34 -0.722
O 2.49470 -0.31967 0.10001 0.64 -0.03 0.13 -0.572
H 3.18646 0.55401 2.34015 0.14 -0.10 -0.08 0.238
H 4.60611 -0.51106 2.33446 0.08 0.12 -0.02 0.248
H 4.71407 1.14509 1.65546 0.15 -0.14 0.03 0.227
H 5.32211 -1.53296 -0.04382 0.14 0.17 0.03 0.233
H 5.42977 0.12250 -0.72307 0.13 -0.12 0.13 0.232
H 4.32143 -1.06785 -1.43480 0.04 0.06 0.14 0.232
C 0.69748 -2.68030 5.13039 0.32 0.11 0.30 -0.721
C 1.49569 -2.56881 3.85849 0.69 0.22 -0.17 0.601
C 0.79247 -2.89409 2.56873 0.26 0.20 -0.12 -0.720
O 2.66651 -2.22809 3.87406 -0.56 -0.14 0.02 -0.566
H 1.33167 -2.41647 5.98025 -0.08 -0.03 -0.14 0.233
H -0.14986 -1.99179 5.09894 -0.10 -0.20 -0.03 0.230
H 0.34706 -3.70654 5.26043 -0.19 0.10 -0.06 0.231
H -0.05081 -2.21436 2.42425 -0.12 -0.14 0.12 0.218
H 0.44692 -3.92884 2.58505 -0.13 0.17 -0.02 0.253
H 1.48812 -2.77091 1.73600 -0.13 -0.06 0.15 0.240
C 2.31281 -7.51080 0.35586 -0.26 -0.07 0.31 -0.721
C 2.31180 -6.00698 0.42827 -0.45 0.36 0.58 0.602
C 3.15759 -5.26399 -0.57157 -0.09 0.40 0.13 -0.722
O 1.65228 -5.41375 1.26350 0.45 -0.50 -0.59 -0.558
H 1.66032 -7.91115 1.13541 0.10 0.09 -0.11 0.237
H 1.93683 -7.83637 -0.61659 0.22 -0.05 -0.02 0.232
H 3.32431 -7.89005 0.51720 -0.03 -0.04 -0.22 0.232
H 2.81914 -5.48964 -1.58522 0.19 -0.11 0.01 0.232
H 4.20664 -5.54338 -0.45137 -0.05 -0.11 -0.19 0.231
H 3.05965 -4.18900 -0.40079 -0.01 -0.15 -0.01 0.237
```
Forces are in eV/Å.

## Properties
energy	-1661.9430	Eh
HOMO-LUMO gap	9.07	eV
relative energy (zero: lowest compared OMol25 entry of this formula, charge and spin)	168.7	kJ/mol
multiplicity	1

Question: What is the energy in the first record?
Answer: -1064.0094 Eh

Question: What is the relative energy (zero: lowest compared OMol25 entry of this formula, charge and spin) in the second record?
Answer: 168.7 kJ/mol

Question: What is the formula in the first record?
Answer: C16H16N4O3